(1)
This record from OMol25 describes a 12-piece molecular cluster, C37H60Cl22N2S overall. The level of theory is ωB97M-V/def2-TZVPD.

Element x y z (Å)
C (3.560, 0.036, 0.653)
C (2.577, 1.177, 0.467)
N (2.149, 1.760, 1.738)
C (0.766, 2.010, 1.962)
C (0.410, 3.327, 2.265)
C (-0.917, 3.689, 2.503)
C (-1.914, 2.720, 2.438)
C (-1.557, 1.407, 2.118)
C (-0.232, 1.034, 1.883)
N (0.129, -0.311, 1.556)
C (-0.606, -1.347, 2.218)
C (0.071, -2.526, 2.570)
C (1.546, -2.674, 2.310)
C (-0.644, -3.570, 3.169)
C (-2.005, -3.448, 3.448)
C (-2.672, -2.270, 3.114)
C (-1.974, -1.235, 2.486)
S (-2.852, 0.211, 2.011)
H (4.575, 0.407, 0.709)
H (3.531, -0.670, -0.174)
H (3.367, -0.528, 1.564)
H (3.089, 1.940, -0.117)
H (1.722, 0.861, -0.128)
H (2.574, 1.286, 2.520)
H (1.182, 4.080, 2.300)
H (-1.180, 4.708, 2.739)
H (-2.951, 2.966, 2.606)
H (0.000, -0.429, 0.555)
H (1.838, -3.700, 2.516)
H (1.764, -2.461, 1.269)
H (2.081, -1.973, 2.943)
H (-0.112, -4.478, 3.409)
H (-2.509, -4.274, 3.914)
H (-3.725, -2.174, 3.330)
Cl (2.946, -1.387, -3.861)
C (3.142, -2.798, -2.791)
C (1.826, -3.255, -2.228)
Cl (1.173, -2.020, -1.117)
H (3.818, -2.503, -1.992)
H (3.609, -3.595, -3.368)
H (1.940, -4.162, -1.636)
H (1.087, -3.437, -3.003)
Cl (6.455, 1.400, 2.576)
C (8.065, 1.006, 1.923)
C (8.311, 1.667, 0.593)
Cl (7.284, 1.000, -0.699)
H (8.141, -0.076, 1.854)
H (8.799, 1.363, 2.644)
H (9.346, 1.509, 0.294)
H (8.119, 2.736, 0.646)
Cl (1.890, -6.568, -1.275)
C (0.850, -7.486, -0.151)
C (0.940, -6.961, 1.257)
Cl (2.540, -7.266, 1.991)
H (1.149, -8.529, -0.210)
H (-0.173, -7.385, -0.509)
H (0.201, -7.463, 1.880)
H (0.760, -5.889, 1.293)
Cl (3.837, -2.733, -8.085)
C (3.778, -0.966, -7.830)
C (2.566, -0.345, -8.472)
Cl (2.643, -0.395, -10.254)
H (4.698, -0.543, -8.224)
H (3.751, -0.812, -6.756)
H (2.499, 0.703, -8.186)
H (1.655, -0.851, -8.164)
Cl (4.539, 4.304, -0.934)
C (3.458, 5.665, -0.528)
C (3.869, 6.354, 0.748)
Cl (3.586, 5.358, 2.199)
H (2.442, 5.284, -0.468)
H (3.524, 6.371, -1.353)
H (3.283, 7.263, 0.878)
H (4.923, 6.618, 0.723)
Cl (-3.017, 4.214, -0.325)
C (-4.026, 5.688, -0.213)
C (-3.652, 6.561, 0.953)
Cl (-4.080, 5.824, 2.520)
H (-5.063, 5.383, -0.156)
H (-3.877, 6.239, -1.141)
H (-4.199, 7.501, 0.889)
H (-2.586, 6.777, 0.964)
Cl (-7.027, 6.853, -0.232)
C (-8.469, 6.116, -0.993)
C (-8.585, 6.468, -2.452)
Cl (-8.966, 8.194, -2.692)
H (-9.348, 6.443, -0.442)
H (-8.366, 5.037, -0.883)
H (-9.399, 5.896, -2.895)
H (-7.667, 6.252, -2.993)
Cl (-11.504, 5.876, 0.476)
C (-12.885, 7.006, 0.431)
C (-14.010, 6.484, -0.423)
Cl (-13.572, 6.446, -2.150)
H (-12.517, 7.960, 0.063)
H (-13.227, 7.133, 1.457)
H (-14.874, 7.137, -0.324)
H (-14.295, 5.477, -0.130)
Cl (2.598, -10.449, -0.703)
C (4.199, -11.126, -0.309)
C (5.094, -10.096, 0.330)
Cl (5.565, -8.816, -0.816)
H (4.630, -11.517, -1.226)
H (4.036, -11.951, 0.383)
H (6.010, -10.573, 0.673)
H (4.605, -9.620, 1.176)
Cl (5.115, 0.924, -2.675)
C (5.492, 2.302, -3.733)
C (4.275, 2.752, -4.498)
Cl (3.755, 1.518, -5.679)
H (6.293, 1.998, -4.402)
H (5.848, 3.116, -3.104)
H (4.497, 3.662, -5.052)
H (3.436, 2.940, -3.833)
Cl (-1.681, -7.678, 6.120)
C (-3.079, -6.580, 6.256)
C (-4.233, -7.022, 5.393)
Cl (-3.871, -6.855, 3.655)
H (-2.743, -5.582, 5.989)
H (-3.385, -6.579, 7.300)
H (-5.102, -6.401, 5.600)
H (-4.493, -8.061, 5.579)

Computed properties:
**Total charge**: 0
**SMILES**: CCNc1cccc2c1Nc1c(C)cccc1S2.ClCCCl.ClCCCl.ClCCCl.ClCCCl.ClCCCl.ClCCCl.ClCCCl.ClCCCl.ClCCCl.ClCCCl.ClCCCl

Atom charges from the Löwdin analysis, given in e for atoms 1 to 5:
1 C -0.106
2 C -0.259
3 N 0.002
4 C -0.205
5 C -0.022

(2)
This record from OMol25 describes C37H60HfN3O4SSi3 as an isolated structure. The level of theory is ωB97M-V/def2-TZVPD.

Element x y z (Å)
Hf (-0.464, 0.372, -1.161)
S (3.639, 2.493, -1.781)
C (4.022, 0.890, -2.324)
C (5.269, 0.317, -2.541)
C (5.314, -0.971, -3.034)
C (4.139, -1.656, -3.350)
C (2.901, -1.091, -3.124)
C (2.835, 0.175, -2.545)
N (1.677, 0.874, -2.228)
C (1.957, 2.100, -1.841)
C (0.942, 3.068, -1.445)
C (1.209, 4.435, -1.550)
C (0.245, 5.351, -1.175)
C (-0.964, 4.900, -0.664)
C (-1.215, 3.539, -0.559)
C (-0.286, 2.576, -0.956)
H (6.173, 0.872, -2.334)
H (6.273, -1.445, -3.194)
H (4.199, -2.639, -3.796)
H (1.994, -1.601, -3.412)
H (2.156, 4.776, -1.950)
H (0.429, 6.411, -1.279)
H (-1.717, 5.614, -0.357)
H (-2.170, 3.227, -0.150)
C (-5.026, -1.231, -1.661)
Si (-3.635, -0.139, -0.977)
C (-4.418, 1.245, 0.043)
C (-2.591, -1.200, 0.233)
C (-2.378, 0.405, -2.267)
Si (-2.809, 1.763, -3.511)
C (-3.862, 3.207, -2.903)
C (-3.772, 1.020, -4.966)
C (-1.151, 2.397, -4.213)
H (-5.873, -1.273, -0.975)
H (-4.706, -2.261, -1.835)
H (-5.391, -0.832, -2.609)
H (-4.981, 0.814, 0.872)
H (-5.113, 1.832, -0.559)
H (-3.686, 1.931, 0.471)
H (-3.156, -1.481, 1.122)
H (-1.713, -0.647, 0.598)
H (-2.251, -2.128, -0.226)
H (-2.184, -0.440, -2.939)
H (-4.870, 2.882, -2.640)
H (-3.958, 3.937, -3.708)
H (-3.436, 3.721, -2.043)
H (-4.722, 0.588, -4.647)
H (-3.211, 0.241, -5.486)
H (-4.000, 1.799, -5.695)
H (-0.909, 3.393, -3.839)
H (-1.188, 2.463, -5.302)
H (-0.325, 1.729, -3.956)
C (-1.509, 1.726, 3.152)
C (-1.353, 0.337, 3.773)
C (-0.614, 0.429, 5.110)
C (-2.724, -0.296, 3.994)
O (-0.665, -0.520, 2.845)
Si (0.770, -0.387, 2.078)
O (0.498, 0.044, 0.536)
O (1.501, -1.843, 1.991)
C (1.357, -3.058, 2.743)
C (2.596, -3.897, 2.446)
C (0.094, -3.775, 2.263)
C (1.262, -2.776, 4.239)
O (1.644, 0.732, 2.865)
C (3.019, 1.105, 2.875)
C (3.856, 0.007, 3.529)
C (3.499, 1.350, 1.449)
C (3.098, 2.390, 3.695)
H (-2.126, 2.358, 3.790)
H (-1.980, 1.637, 2.169)
H (-0.529, 2.187, 3.026)
H (-1.089, 1.177, 5.744)
H (0.420, 0.715, 4.938)
H (-0.643, -0.526, 5.635)
H (-3.265, 0.257, 4.761)
H (-2.612, -1.328, 4.327)
H (-3.306, -0.286, 3.071)
H (2.639, -4.147, 1.387)
H (2.571, -4.823, 3.018)
H (3.498, -3.345, 2.710)
H (0.170, -3.988, 1.196)
H (-0.766, -3.125, 2.433)
H (-0.046, -4.710, 2.804)
H (2.080, -2.130, 4.558)
H (1.303, -3.705, 4.805)
H (0.320, -2.277, 4.455)
H (3.843, -0.892, 2.912)
H (3.450, -0.232, 4.513)
H (4.884, 0.346, 3.650)
H (3.360, 0.444, 0.853)
H (4.555, 1.620, 1.447)
H (2.919, 2.161, 1.010)
H (2.665, 2.223, 4.681)
H (2.540, 3.188, 3.204)
H (4.135, 2.704, 3.816)
N (-1.877, -2.729, -3.307)
C (-0.683, -2.961, -2.696)
C (0.036, -4.119, -3.036)
C (1.209, -4.408, -2.386)
C (1.649, -3.543, -1.387)
C (0.922, -2.407, -1.135)
N (-0.219, -2.072, -1.790)
H (-2.232, -3.456, -3.903)
H (-2.566, -2.144, -2.867)
H (-0.363, -4.784, -3.789)
H (1.772, -5.298, -2.635)
H (2.560, -3.732, -0.842)
H (1.236, -1.736, -0.354)

Computed properties:
**Total charge**: +1
**Energy relative to the best compared isomer or geometry (same formula, charge and spin)**: 53.7 kJ/mol

Atom charges from the Löwdin analysis, given in e for atoms 1 to 5:
1 Hf 1.729
2 S 1.176
3 C -0.437
4 C -0.070
5 C -0.065

Calculated largest force on an atom, 0.77 1.83 eV Å⁻¹ (same order as the records).
Calculated LUMO energy, 0.44 -3.06 eV (same order as the records).